C7H16N | ωB97M-V with the def2-TZVPD basis set

Last column: Löwdin spin population.
Geometry (Å):
C  1.115  -1.151  0.709  0.10
C  0.477  0.179  0.925  0.68
C  1.794  0.095  0.141  0.08
C  3.317  0.418  0.424  0.01
C  -2.193  -1.142  -0.620  0.12
C  -2.890  0.890  0.696  0.10
C  -2.158  0.275  -0.432  0.64
N  1.603  0.176  -1.379  0.02
H  1.464  -1.643  1.598  0.02
H  0.784  -1.837  0.051  0.02
H  0.283  0.702  1.879  0.03
H  3.535  1.512  0.205  0.00
H  3.784  -0.248  -0.246  0.00
H  3.681  0.052  1.443  0.00
H  -1.912  -1.621  -1.532  0.00
H  -3.206  -1.436  -0.396  0.02
H  -1.756  -1.642  0.281  0.05
H  -3.142  1.906  0.670  0.01
H  -2.324  1.016  1.716  0.05
H  -3.840  0.394  1.045  0.01
H  -1.444  0.766  -1.060  0.04
H  0.752  -0.410  -1.490  0.00
H  2.458  -0.248  -1.873  0.00
H  1.302  1.157  -1.764  0.00

Output
HOMO level (alpha / beta) ... -10.3 / -15.1 eV
E_LUMO (alpha / beta) ... -3.6 / -5.0 eV
Charge ... +1
<S²> ... 2.008
Electronic energy ... -330.58484 a.u.
Energy above the lowest of the compared OMol25 structures with the same formula, charge and spin ... 0.0 kcal/mol
Spin multiplicity ... 3
Gap between HOMO and LUMO (alpha / beta) ... 6.768 / 10.115 eV

C7H16N2 | ωB97M-V with the def2-TZVPD basis set

Last column: natural (NBO) charge in e.
Geometry (Å):
C  -2.187  0.261  0.869  -0.41
C  -1.439  0.674  -0.151  -0.01
C  -1.948  0.649  -1.561  -0.64
C  -0.060  1.277  0.098  0.15
C  0.817  1.470  -0.901  -0.51
N  0.111  1.880  1.342  -0.82
H  -1.854  0.329  1.892  0.20
H  -3.172  -0.148  0.715  0.20
H  -1.456  -0.135  -2.140  0.22
H  -1.755  1.601  -2.053  0.23
H  -3.024  0.459  -1.576  0.22
H  1.726  2.027  -0.743  0.20
H  0.714  0.984  -1.853  0.20
H  0.892  2.521  1.375  0.38
H  -0.711  2.272  1.773  0.38
C  2.476  -1.522  0.159  -0.62
C  1.104  -1.625  0.803  -0.22
N  0.130  -2.110  -0.147  -0.83
H  2.732  -2.450  -0.349  0.21
H  3.233  -1.308  0.912  0.21
H  2.466  -0.704  -0.564  0.20
H  1.119  -2.305  1.658  0.18
H  0.800  -0.553  1.122  0.17
H  -0.807  -2.072  0.256  0.36
H  0.093  -1.475  -0.935  0.34

Output
HOMO level ... -8.4 eV
E_LUMO ... 0.9 eV
Electronic energy ... -385.77647 a.u.
Energy above the lowest of the compared OMol25 structures with the same formula, charge and spin ... 40.2 kcal/mol
Structure (SMILES) ... C=C(C)C(=C)N.CCN
Gap between HOMO and LUMO ... 9.304 eV

C7H16N2 | ωB97M-V with the def2-TZVPD basis set

Last column: natural (NBO) charge in e.
Geometry (Å):
C  1.419  -0.963  2.903  -0.52
C  1.344  -0.479  1.666  0.19
N  1.860  -1.119  0.551  -0.82
C  0.718  0.854  1.346  -0.26
N  -0.436  0.649  0.480  -0.63
C  -1.546  0.011  1.158  -0.42
H  1.864  -1.921  3.109  0.19
H  1.065  -0.402  3.747  0.20
H  1.385  -0.874  -0.304  0.38
H  2.023  -2.108  0.660  0.38
H  1.441  1.463  0.795  0.21
H  0.460  1.373  2.283  0.17
H  -0.739  1.540  0.101  0.37
H  -1.233  -0.979  1.494  0.20
H  -2.372  -0.097  0.457  0.20
H  -1.899  0.570  2.039  0.17
C  -0.641  1.645  -2.623  -0.43
C  -0.080  0.461  -2.471  -0.14
C  -0.826  -0.830  -2.423  -0.65
H  -1.708  1.757  -2.728  0.19
H  -0.063  2.553  -2.651  0.20
H  0.995  0.382  -2.372  0.19
H  -0.721  -1.281  -1.439  0.22
H  -0.429  -1.527  -3.158  0.22
H  -1.883  -0.676  -2.620  0.21

Output
HOMO level ... -8.1 eV
E_LUMO ... 1.0 eV
Electronic energy ... -385.77054 a.u.
Energy above the lowest of the compared OMol25 structures with the same formula, charge and spin ... 44.0 kcal/mol
Structure (SMILES) ... C=C(N)CNC.C=CC
Gap between HOMO and LUMO ... 9.119 eV

C7H16N2O2 | ωB97M-V with the def2-TZVPD basis set

Last column: natural (NBO) charge in e.
Geometry (Å):
C  -0.634  -2.157  0.398  -0.63
C  -0.177  -0.953  -0.398  -0.22
N  1.216  -0.535  -0.193  -0.49
C  1.660  0.047  -1.473  -0.43
C  2.249  -1.567  0.101  0.70
C  2.388  -1.876  1.548  -0.73
O  3.044  -1.799  -0.762  -0.55
H  -0.805  -2.005  1.481  0.21
H  0.277  -2.671  0.599  0.21
H  -1.463  -2.724  0.029  0.23
H  -0.330  -1.181  -1.473  0.17
H  -0.819  -0.062  -0.422  0.20
H  1.638  -0.636  -2.288  0.20
H  0.990  0.911  -1.668  0.18
H  2.504  0.738  -1.430  0.21
H  3.229  -1.238  1.849  0.26
H  1.587  -1.448  2.146  0.23
H  2.478  -2.925  1.820  0.24
C  -3.179  2.132  0.080  -0.72
C  -1.790  2.497  0.555  0.68
N  -0.963  2.860  -0.489  -0.86
O  -1.411  2.256  1.668  -0.58
H  -3.264  1.057  0.260  0.24
H  -3.334  2.172  -0.996  0.21
H  -3.879  2.780  0.606  0.23
H  0.037  2.809  -0.355  0.40
H  -1.246  3.517  -1.193  0.39

Output
HOMO level ... -9.1 eV
E_LUMO ... 0.7 eV
Electronic energy ... -536.26390 a.u.
Energy above the lowest of the compared OMol25 structures with the same formula, charge and spin ... 35.3 kcal/mol
Structure (SMILES) ... CCN(C)C(C)=O.CC(N)=O
Gap between HOMO and LUMO ... 9.867 eV

C7H16NO2 | ωB97M-V with the def2-TZVPD basis set

Last column: Löwdin spin population.
Geometry (Å):
C  -2.374  -0.286  -0.883  0.00
C  -1.270  -1.333  -1.048  0.07
C  -1.688  0.995  -0.432  0.01
C  0.052  -0.478  -1.011  0.64
C  2.676  -0.569  1.388  0.08
C  0.697  1.033  2.021  0.09
C  1.734  0.544  1.117  0.59
N  -0.484  1.011  -1.359  0.06
O  1.069  -0.777  -1.794  0.12
O  2.181  1.395  0.080  0.16
H  -2.713  -0.119  -2.003  0.00
H  -3.255  -0.688  -0.302  0.00
H  -1.184  -2.160  -0.377  0.01
H  -1.291  -1.783  -2.063  0.02
H  -2.241  1.844  -0.457  0.00
H  -1.268  0.790  0.513  0.01
H  3.186  -0.889  0.495  0.00
H  2.190  -1.479  1.727  0.01
H  3.348  -0.475  2.242  0.03
H  0.240  2.006  1.835  0.00
H  -0.193  0.337  2.001  0.02
H  1.192  1.142  2.972  0.02
H  -0.607  1.193  -2.354  0.01
H  0.253  1.682  -0.975  0.00
H  0.879  -1.108  -2.656  0.02
H  3.074  1.131  -0.164  0.00

Output
HOMO level (alpha / beta) ... -9.9 / -15.2 eV
E_LUMO (alpha / beta) ... -3.0 / -5.0 eV
Charge ... +1
<S²> ... 2.006
Electronic energy ... -481.13908 a.u.
Energy above the lowest of the compared OMol25 structures with the same formula, charge and spin ... 0.0 kcal/mol
Spin multiplicity ... 3
Gap between HOMO and LUMO (alpha / beta) ... 6.911 / 10.267 eV

C7H16O | ωB97M-V with the def2-TZVPD basis set

Last column: natural (NBO) charge in e.
Geometry (Å):
C  0.542  0.496  1.484  -0.44
C  0.905  -0.568  0.797  0.06
C  1.711  -1.722  1.322  -0.43
C  0.909  -2.905  1.895  -0.60
C  0.556  -0.696  -0.718  -0.44
C  -0.903  -0.180  -1.029  -0.40
C  -0.901  1.051  -1.953  -0.61
H  -0.188  1.211  1.109  0.19
H  0.948  0.766  2.445  0.20
H  2.177  -1.252  2.226  0.20
H  2.509  -1.975  0.620  0.21
H  0.137  -2.451  2.505  0.22
H  0.593  -3.536  1.061  0.20
H  1.632  -3.449  2.510  0.21
H  0.716  -1.730  -1.069  0.20
H  1.303  -0.110  -1.259  0.21
H  -1.390  -0.101  -0.065  0.21
H  -1.435  -1.024  -1.487  0.20
H  -0.885  2.014  -1.470  0.22
H  -1.714  0.872  -2.663  0.21
H  0.067  0.999  -2.455  0.20
O  -2.326  4.493  -1.408  -0.96
H  -2.158  4.645  -0.495  0.48
H  -2.806  5.150  -1.904  0.48

Output
HOMO level ... -9.0 eV
E_LUMO ... 0.9 eV
Electronic energy ... -351.49125 a.u.
Energy above the lowest of the compared OMol25 structures with the same formula, charge and spin ... 39.4 kcal/mol
Structure (SMILES) ... C=C(CC)CCC.O
Gap between HOMO and LUMO ... 9.873 eV

C7H16O | ωB97M-V with the def2-TZVPD basis set

Last column: natural (NBO) charge in e.
Geometry (Å):
C  0.337  0.865  -2.433  -0.60
C  0.833  -0.072  -1.363  -0.43
C  0.123  0.151  -0.044  0.01
C  -1.322  -0.436  0.013  -0.65
C  0.724  0.715  0.998  0.01
C  -0.023  0.827  2.319  -0.65
C  2.132  1.299  1.038  -0.64
H  1.027  0.794  -3.291  0.21
H  0.445  1.863  -1.976  0.20
H  -0.696  0.756  -2.803  0.21
H  0.500  -1.094  -1.626  0.20
H  1.940  -0.066  -1.369  0.21
H  -2.020  0.412  0.113  0.21
H  -1.434  -1.090  0.894  0.23
H  -1.593  -1.011  -0.888  0.20
H  -1.118  0.884  2.198  0.22
H  0.313  1.708  2.891  0.21
H  0.220  -0.081  2.896  0.22
H  2.058  2.398  0.972  0.22
H  2.870  0.951  0.295  0.22
H  2.493  1.031  2.045  0.21
O  -2.208  -3.660  -0.253  -0.94
H  -2.665  -3.013  -0.836  0.47
H  -2.935  -4.132  0.212  0.47

Output
HOMO level ... -8.5 eV
E_LUMO ... 0.8 eV
Electronic energy ... -351.51685 a.u.
Energy above the lowest of the compared OMol25 structures with the same formula, charge and spin ... 23.3 kcal/mol
Structure (SMILES) ... CCC(C)=C(C)C.O
Gap between HOMO and LUMO ... 9.221 eV

C7H16O | ωB97M-V with the def2-TZVPD basis set

Last column: natural (NBO) charge in e.
Geometry (Å):
C  0.000  0.000  0.000  -0.60
C  0.102  -1.403  0.742  -0.43
C  1.341  -1.445  1.714  0.01
C  1.009  -0.548  2.981  -0.64
C  2.441  -2.242  1.522  0.00
C  3.604  -2.393  2.564  -0.64
C  2.609  -3.070  0.298  -0.65
H  1.002  0.212  -0.410  0.21
H  -0.309  0.851  0.630  0.19
H  -0.711  -0.093  -0.838  0.21
H  -0.745  -1.550  1.439  0.21
H  0.186  -2.313  0.118  0.21
H  1.663  -0.767  3.841  0.21
H  -0.026  -0.822  3.248  0.21
H  1.045  0.535  2.778  0.20
H  3.751  -3.467  2.769  0.21
H  3.523  -1.859  3.526  0.22
H  4.488  -2.014  2.025  0.21
H  2.230  -4.031  0.684  0.22
H  3.656  -3.207  -0.020  0.22
H  2.009  -2.783  -0.582  0.22
O  -1.822  1.710  2.198  -0.94
H  -0.869  1.835  1.985  0.47
H  -2.137  2.605  2.459  0.47

Output
HOMO level ... -8.4 eV
E_LUMO ... 0.8 eV
Electronic energy ... -351.50389 a.u.
Energy above the lowest of the compared OMol25 structures with the same formula, charge and spin ... 31.4 kcal/mol
Structure (SMILES) ... CCC(C)=C(C)C.O
Gap between HOMO and LUMO ... 9.209 eV

Look up the energy above the lowest of the compared OMol25 structures with the same formula, charge and spin of the fourth one. 35.3 kcal/mol

What is the energy above the lowest of the compared OMol25 structures with the same formula, charge and spin in the third record? 44.0 kcal/mol